# C4H12

2 unconnected molecules or ions with the total composition C4H12 (ωB97M-V/def2-TZVPD, the Open Molecules 2025 dataset).

Results
SMILES	CC.CC
energy relative to the best compared isomer or geometry (same formula, charge and spin)	1.383	eV

ORCA input file:
```
! wB97M-V def2-TZVPD RIJCOSX def2/J DEFGRID3
* xyz 0 1
C -2.8617 -0.9388 -0.8502
C -1.8042 -1.9000 -0.9603
H -3.2699 -0.5941 -1.8970
H -3.6762 -1.1411 -0.1823
H -2.4290 0.0950 -0.6029
H -2.1368 -3.0111 -0.7944
H -0.9924 -1.6722 -0.2833
H -1.2264 -1.8848 -1.8005
C 1.9947 1.0495 1.5535
C 2.5450 1.6759 0.2691
H 1.9629 -0.0136 1.2768
H 2.7555 1.0730 2.3430
H 1.0270 1.4744 1.9392
H 2.2236 1.3090 -0.6425
H 3.6723 1.6233 0.3797
H 2.2156 2.8556 0.2521
*
```

Atom charges from the Löwdin analysis, given in e for atoms 1 to 2: -0.22, -0.22



# C4H12

2 unconnected molecules or ions with the total composition C4H12 (ωB97M-V/def2-TZVPD, the Open Molecules 2025 dataset).

Results
expectation value of S²	0.753
energy relative to the best compared isomer or geometry (same formula, charge and spin)	0.534	eV

ORCA input file:
```
! wB97M-V def2-TZVPD RIJCOSX def2/J DEFGRID3
* xyz 1 2
C -2.0254 -1.5004 -0.0559
C -1.0967 -0.8202 -1.0205
H -2.9896 -0.9749 -0.0410
H -2.2976 -2.5366 -0.3088
H -1.5775 -1.5555 0.9260
H -1.3631 -0.9592 -2.0711
H -0.0880 -1.0275 -0.6500
H -1.1338 0.2912 -0.9452
C 1.9978 0.5223 0.5269
C 1.2352 1.7545 0.4997
H 2.9974 0.7180 0.1153
H 2.1931 0.1943 1.5804
H 1.4535 -0.3321 0.1190
H 0.6758 1.8556 -0.4868
H 1.7557 2.6702 0.7658
H 0.2631 1.7001 1.0463
*
```

Atom charges from the Löwdin analysis, given in e for atoms 1 to 2: -0.11, -0.11



# C4H12

2 unconnected molecules or ions with the total composition C4H12 (ωB97M-V/def2-TZVPD, the Open Molecules 2025 dataset).

Results
expectation value of S²	0.753
energy relative to the best compared isomer or geometry (same formula, charge and spin)	1.432	eV

ORCA input file:
```
! wB97M-V def2-TZVPD RIJCOSX def2/J DEFGRID3
* xyz 1 2
C -0.6894 1.4833 -1.0804
C 0.5993 2.1946 -0.9329
H -1.0213 1.1621 -0.1399
H -1.5310 2.1234 -1.5736
H -0.6220 0.4957 -1.7286
H 1.3259 1.9882 -1.6811
H 0.4860 3.2032 -0.9605
H 1.1033 1.8406 -0.0171
C -0.7126 -1.7432 1.0178
C 0.8186 -1.9180 1.0418
H -1.0041 -1.1639 1.8362
H -1.0320 -1.0486 0.2265
H -1.1457 -2.7895 0.8977
H 1.2419 -1.8218 0.0144
H 0.9272 -2.8901 1.5559
H 1.2560 -1.1159 1.5240
*
```

Atom charges from the Löwdin analysis, given in e for atoms 1 to 2: -0.08, -0.08



# C4H12

2 unconnected molecules or ions with the total composition C4H12 (ωB97M-V/def2-TZVPD, the Open Molecules 2025 dataset).

Results
expectation value of S²	0.753
energy relative to the best compared isomer or geometry (same formula, charge and spin)	0.989	eV

ORCA input file:
```
! wB97M-V def2-TZVPD RIJCOSX def2/J DEFGRID3
* xyz 1 2
C 0.2900 -1.0178 2.2388
C -0.8889 -0.8346 1.3026
H 0.5043 -2.0922 2.3410
H 1.3071 -0.6731 1.9369
H 0.2517 -0.5282 3.2168
H -1.7107 -0.4584 1.9336
H -1.1189 -1.7625 0.8066
H -0.7473 -0.1310 0.4887
C 0.6026 0.3415 -1.9874
C -0.1752 1.6006 -1.5476
H 1.6412 0.4095 -2.3604
H 0.8292 -0.3535 -1.1250
H -0.0904 -0.0997 -2.7708
H -0.9950 1.6790 -2.2595
H -0.3695 1.6041 -0.4736
H 0.6697 2.3163 -1.7408
*
```

Atom charges from the Löwdin analysis, given in e for atoms 1 to 2: -0.14, -0.13



Number 1: total energy -159.5341 Eh. Number 2: total energy -159.1502 Eh. Number 3: total energy -159.1172 Eh. Number 4: total energy -159.1335 Eh.